1.
C48H38Cl3GeMoN3O3 as an isolated structure at a distorted geometry. Source: the OMol25 dataset; level of theory: wB97M-V/def2-TZVPD.

* lowest unoccupied orbital energy: -1.2012 eV
* HOMO-LUMO gap: 6.860 eV
* HOMO: -8.06 eV

The geometry in XYZ format:
```
97
Properties=species:S:1:pos:R:3:forces:R:3:mulliken_charge:R:1
Mo 0.068892 -0.722313 -0.057981 0.587 1.697 0.555 -3.0303
C -0.619772 2.180827 -2.581653 0.016 0.051 0.007 -1.8072
C -0.660177 0.823416 -3.224255 -0.050 -0.102 -0.080 1.2328
C -1.577082 0.577605 -4.247113 0.005 0.008 0.014 -0.8199
C -1.573335 -0.619601 -4.935700 -0.082 0.005 -0.036 -1.0454
C -0.622656 -1.593210 -4.651669 0.032 0.007 0.016 -0.7995
C 0.307229 -1.393319 -3.646006 -0.025 0.026 0.104 1.1954
C 1.391472 -2.393334 -3.373918 0.088 0.034 -0.187 -1.1183
C 0.242613 -0.195106 -2.903399 -0.009 -0.098 0.168 -0.0484
N 1.075794 -0.071112 -1.754764 -0.058 -0.212 0.155 0.9241
C 2.406763 0.098036 -1.862952 0.132 0.032 -0.013 -0.4553
O 3.050843 0.413294 -2.846244 -0.031 -0.033 -0.043 -0.7165
C 3.059633 -0.174888 -0.540041 0.117 0.000 0.053 0.5332
C 4.416810 -0.086116 -0.295776 -0.125 -0.008 -0.045 -0.6225
C 4.871646 -0.379645 0.982133 0.104 -0.005 0.026 -0.7339
C 3.968637 -0.726008 1.977486 -0.158 -0.014 -0.001 -1.0065
C 2.625523 -0.781441 1.653560 0.116 0.065 0.044 0.8324
N 2.206653 -0.525360 0.417825 -0.509 -0.135 -0.102 0.8557
C 1.518679 -0.977922 2.653084 0.114 -0.150 -0.031 -0.7291
O 1.760175 -1.106855 3.840317 0.024 0.008 0.068 -0.7149
N 0.324444 -0.892848 2.046414 -0.134 -0.009 -0.402 1.1307
C -0.831723 -0.520523 2.798239 0.128 -0.292 0.025 0.2914
C -1.940949 -1.368066 2.861286 -0.149 0.053 0.072 0.0838
C -1.896653 -2.790006 2.378453 -0.064 0.116 -0.065 0.1460
C -3.112014 -0.894264 3.457005 0.143 -0.040 -0.048 -0.6029
C -3.156340 0.362199 4.028296 0.078 0.045 0.020 -1.1076
C -2.009080 1.148887 4.049452 -0.120 0.015 -0.058 -0.5113
C -0.835956 0.725977 3.444250 -0.076 0.133 0.067 1.1562
C 0.393808 1.581597 3.531629 -0.061 0.109 -0.067 -1.7026
H -1.601730 2.469567 -2.201425 -0.004 -0.014 -0.023 0.3163
H -0.336129 2.917743 -3.335764 0.014 0.008 0.013 0.5341
H 0.091620 2.233815 -1.762916 -0.001 -0.010 -0.017 0.2406
H -2.292813 1.348398 -4.508644 0.008 0.009 0.012 0.4799
H -2.302345 -0.791798 -5.717847 0.008 0.003 -0.007 0.4287
H -0.598190 -2.512034 -5.225643 0.017 -0.005 0.011 0.4853
H 1.225160 -3.322482 -3.919506 0.011 0.160 0.004 0.3767
H 1.468514 -2.637215 -2.314512 0.005 0.092 -0.015 -0.1708
H 2.351543 -1.977691 -3.686931 0.029 0.013 0.008 0.4575
H 5.065947 0.211527 -1.107147 0.022 -0.007 0.023 0.5981
H 5.928928 -0.321102 1.206563 -0.006 0.000 -0.001 0.4440
H 4.252013 -0.928855 3.001066 0.046 0.007 -0.019 0.6423
H -0.916990 -3.047263 1.992541 -0.030 0.099 0.065 -1.4022
H -2.642145 -2.980278 1.601038 0.008 0.010 0.014 0.1338
H -2.106524 -3.466502 3.209189 -0.023 0.004 0.010 0.6105
H -3.980250 -1.543253 3.484099 -0.011 0.022 0.012 0.4872
H -4.071101 0.723538 4.480652 0.003 0.007 0.007 0.4037
H -2.026030 2.121926 4.526816 -0.021 -0.020 0.013 0.4381
H 0.118298 2.621987 3.686463 -0.036 0.068 0.060 0.5279
H 0.987007 1.541194 2.618952 -0.007 -0.026 -0.031 0.1384
H 1.015392 1.250408 4.366649 0.013 0.012 -0.069 0.4171
Cl -6.061417 3.218978 0.774348 0.016 0.001 -0.009 -0.2499
C -4.417686 2.673529 0.623649 -0.076 -0.093 -0.034 0.0293
C -4.163497 1.369673 0.240984 0.076 0.198 0.079 -0.7626
C -2.838207 0.992249 0.165491 -0.105 -0.302 -0.129 -0.1304
Cl -2.457959 -0.646495 -0.363533 0.011 0.235 0.121 0.1602
C -1.727802 1.795705 0.453886 -0.036 0.040 0.106 0.4568
O -0.518616 1.344771 0.398766 -0.120 -0.064 -0.125 -0.6662
C -2.068073 3.127775 0.782435 0.053 0.029 -0.001 0.1578
Cl -0.782388 4.258300 1.038489 0.014 -0.072 0.060 -0.2335
C -3.375760 3.556205 0.876284 0.020 -0.007 0.004 -0.4879
H -4.964281 0.679514 0.018988 0.001 -0.006 0.000 0.5366
H -3.585057 4.582767 1.142110 0.001 -0.006 0.005 0.4907
C 0.026154 -2.391147 -0.365063 0.110 -1.390 -0.352 2.5522
Ge -0.120240 -4.354325 -0.342363 -0.202 0.285 0.015 3.7381
C 0.647606 -4.757222 1.385770 0.138 -0.215 0.160 0.3847
C 0.009820 -5.536641 2.347835 0.039 -0.068 0.052 -0.5649
C 0.589892 -5.739562 3.592826 -0.035 -0.009 -0.020 -0.7884
C 1.810999 -5.156989 3.897408 0.010 0.001 0.007 -0.7851
C 2.455621 -4.374543 2.951042 -0.017 -0.005 0.041 -0.7476
C 1.876954 -4.181405 1.706336 0.061 0.014 -0.044 -0.2451
C -1.992143 -4.799057 -0.588101 -0.118 -0.108 -0.016 0.6142
C -2.820065 -3.908543 -1.267100 0.004 0.020 -0.080 0.2548
C -4.157846 -4.199579 -1.493444 -0.037 0.003 -0.021 -0.8902
C -4.690640 -5.398435 -1.044170 0.014 -0.018 0.010 -0.5582
C -3.871934 -6.312187 -0.395139 -0.021 0.001 -0.012 -0.8162
C -2.533034 -6.017631 -0.180001 0.026 -0.063 0.096 -1.1903
C 0.861080 -5.204063 -1.774802 -0.006 -0.113 -0.245 -0.6195
C 0.196501 -5.453748 -2.976618 -0.015 -0.102 0.036 -0.7831
C 0.847898 -6.074870 -4.032067 0.008 -0.009 0.040 -0.6040
C 2.179579 -6.445105 -3.898954 -0.006 -0.001 -0.027 -0.5489
C 2.851760 -6.197766 -2.710600 0.029 0.007 -0.043 -0.7621
C 2.193399 -5.585263 -1.653382 0.047 0.021 0.076 -0.0162
H -0.964747 -5.967358 2.149638 0.029 0.004 -0.020 0.2000
H 0.078258 -6.343297 4.331810 0.002 0.005 0.002 0.4307
H 2.252683 -5.303195 4.874473 0.003 0.011 -0.003 0.3819
H 3.396990 -3.897736 3.190794 0.017 0.004 0.000 0.3988
H 2.391053 -3.554099 0.983101 -0.033 0.000 -0.026 0.6034
H -2.409887 -2.985841 -1.659645 0.018 0.072 0.014 0.1657
H -4.781029 -3.492341 -2.026869 0.006 -0.001 0.005 0.4892
H -5.734697 -5.628628 -1.213128 0.001 0.006 0.003 0.3816
H -4.274486 -7.259812 -0.060605 -0.001 0.000 -0.004 0.4119
H -1.911149 -6.761648 0.306484 0.007 0.041 -0.010 0.3341
H -0.840127 -5.152927 -3.095137 0.019 -0.057 0.020 0.3094
H 0.317594 -6.266982 -4.956189 0.010 -0.002 -0.010 0.4002
H 2.693102 -6.928415 -4.720394 -0.003 0.003 0.002 0.3978
H 3.890351 -6.485414 -2.606522 -0.006 -0.006 0.006 0.4267
H 2.729685 -5.409365 -0.726384 -0.032 -0.017 -0.016 0.3467
```
Positions in Å, forces in eV/Å.

***

2.
C48H38FeN6OP2S as an isolated structure at a distorted geometry. Source: the OMol25 dataset; level of theory: wB97M-V/def2-TZVPD.

* lowest unoccupied orbital energy (alpha / beta): -1.6981 / -1.0833 eV
* multiplicity: 5
* HOMO-LUMO gap (alpha / beta): 3.744 / 6.293 eV
* HOMO (alpha / beta): -5.44 / -7.38 eV

The geometry in XYZ format:
```
97
Properties=species:S:1:pos:R:3:forces:R:3:lowdin_spin:R:1
Fe -1.345306 1.788006 2.763798 0.008 0.709 1.379 2.6956
C -1.726643 5.947737 1.987392 -1.683 -1.234 0.727 0.0433
C -0.627397 6.191586 1.169654 -0.384 2.791 -0.266 0.0211
C 0.315798 5.265331 0.973730 0.237 -1.665 0.762 0.0239
C 0.187328 3.989114 1.614496 1.518 -0.241 1.227 0.0473
N -0.925747 3.703556 2.321831 -1.083 -0.281 -0.185 0.0782
C -1.877453 4.656879 2.461972 -0.613 0.591 0.253 0.0047
N 1.271357 3.186420 1.725096 -0.269 1.718 -2.327 0.0869
C 1.324524 2.047659 2.334947 1.893 -0.710 0.620 0.1261
N 0.400683 1.479006 3.133731 -0.661 -1.275 0.935 0.0010
C 0.946451 0.355552 3.834238 -1.352 0.640 -0.155 0.1607
N 0.369097 -0.264075 4.867090 -0.143 1.336 -0.868 0.0992
C -0.869805 0.145205 5.240661 0.708 -1.479 -0.289 0.0451
C -1.336190 -0.466875 6.421125 0.060 0.562 0.937 0.0190
C -2.611280 -0.209213 6.835059 -0.570 -0.410 0.688 0.0313
C -3.498281 0.621256 6.102265 1.434 0.394 -2.180 0.0442
C -3.046421 1.048547 4.838275 0.355 -0.613 2.481 0.0154
N -1.731898 0.873668 4.487788 -0.786 0.168 -1.522 0.0417
C 2.230750 0.159156 3.285798 0.953 -1.063 1.138 0.0505
C 3.229225 -0.776078 3.661861 -0.014 0.745 -1.168 0.0283
C 4.442952 -0.727126 3.005633 -0.566 1.033 0.155 0.0223
C 4.759694 0.417827 2.201386 1.001 -1.136 -0.956 0.0474
C 3.821382 1.399326 1.970494 0.529 -0.298 0.457 0.0098
C 2.522475 1.207156 2.429580 -0.488 1.064 -0.240 0.0637
H -2.539786 6.657392 2.230344 0.819 -0.322 -0.439 0.0027
H -0.535978 7.234251 0.779023 0.190 -1.065 0.135 0.0001
H 1.256605 5.449627 0.533745 0.692 0.223 -0.766 0.0004
H -2.812200 4.394652 2.999895 0.787 -0.039 -0.242 0.0008
H -0.567609 -0.987641 7.032608 -0.971 0.078 -0.676 0.0001
H -2.990019 -0.744758 7.712582 0.181 0.509 -0.072 0.0009
H -4.438403 1.005375 6.435752 -0.534 -0.495 0.236 0.0025
H -3.728327 1.506638 4.130579 0.184 0.258 -0.188 0.0027
H 3.032185 -1.495116 4.414348 -0.247 -0.692 0.460 0.0016
H 5.155170 -1.498896 3.227235 0.434 -0.063 -0.139 0.0006
H 5.744042 0.440972 1.626601 -1.272 0.186 1.226 0.0016
H 4.151037 2.345942 1.606998 -0.123 0.418 -0.848 -0.0001
O -4.910964 1.763667 2.279616 0.288 0.644 -0.294 0.0161
N -4.736914 2.659748 1.340137 -1.150 -0.336 2.606 0.0139
C -5.666390 3.688191 1.306080 1.393 -0.037 -1.328 -0.0078
C -5.634613 4.614476 0.231993 -0.414 -1.545 0.906 0.0095
C -4.689322 4.384551 -0.746520 1.865 -1.667 0.106 -0.0048
C -3.655340 3.363720 -0.547309 -2.408 2.505 -0.205 0.0166
C -3.623048 2.562974 0.563132 -0.234 0.418 -0.675 0.0235
S -2.338334 1.390380 0.831162 -1.046 -0.469 -0.520 0.1110
H -6.351501 3.637966 2.151396 0.113 0.060 -0.477 -0.0004
H -6.445122 5.336744 0.129878 0.425 -0.056 0.092 0.0008
H -4.679134 4.921487 -1.688979 0.023 0.107 0.234 -0.0005
H -2.923333 3.261425 -1.291242 0.975 -0.121 -0.778 0.0010
C 1.362439 -3.543274 -1.854710 0.596 -1.960 -0.454 0.0000
P 0.374714 -2.262894 -1.083710 0.811 1.821 0.784 0.0000
C -0.993022 -3.075960 -0.297799 -0.716 -1.196 1.314 0.0000
C -0.544905 -4.007351 0.706500 -1.416 0.961 -1.674 0.0000
C -1.436720 -4.463328 1.642047 0.237 -0.936 0.498 0.0000
C -2.739028 -3.944223 1.694439 -0.484 -0.525 0.040 0.0000
C -3.222132 -3.133905 0.669096 -0.271 0.009 1.115 0.0001
C -2.356580 -2.711481 -0.314682 0.768 1.030 -1.349 0.0002
C -0.341127 -1.342466 -2.462370 -0.622 -0.736 0.088 0.0000
C -1.078834 -2.045390 -3.407690 -0.282 1.243 -0.456 0.0000
C -1.709007 -1.285532 -4.417100 -0.404 -1.391 0.253 0.0000
C -1.829853 0.087374 -4.332399 0.629 0.871 0.676 0.0000
C -1.247408 0.767946 -3.231206 0.373 -0.011 -0.335 0.0000
C -0.404546 0.048680 -2.375494 -0.594 0.090 -0.166 0.0000
P 3.165727 -3.193538 -2.296059 0.475 -1.155 0.685 0.0000
C 3.259260 -3.813041 -4.043913 -1.246 0.108 -1.971 0.0000
C 2.301324 -3.254886 -4.986042 1.831 -1.613 1.287 0.0000
C 2.299089 -3.673323 -6.312686 -0.010 1.063 0.158 0.0000
C 3.266467 -4.557941 -6.785260 0.090 -0.248 -0.120 0.0000
C 4.074471 -5.244345 -5.869812 0.580 -0.121 -0.302 0.0000
C 4.105093 -4.860118 -4.528199 -0.659 1.346 1.138 0.0000
C 3.334096 -1.402362 -2.405219 0.753 0.645 -1.046 0.0000
C 3.019177 -0.579313 -1.332011 0.127 0.968 1.932 0.0003
C 3.263561 0.819777 -1.315781 0.273 0.542 -1.233 -0.0001
C 3.892511 1.387048 -2.470562 -0.065 -0.987 0.945 0.0001
C 4.303434 0.520720 -3.511032 -0.983 -0.279 1.990 0.0000
C 4.058561 -0.842382 -3.488735 -1.186 0.182 0.862 0.0002
H 0.886883 -3.874773 -2.778143 -0.096 -0.152 -0.053 0.0000
H 1.430106 -4.465049 -1.194022 -0.188 1.185 -0.695 0.0000
H 0.452667 -4.389454 0.608680 0.333 -0.103 0.423 0.0000
H -1.079069 -5.313444 2.269484 -0.617 1.027 -0.055 0.0000
H -3.416567 -4.233631 2.501844 0.262 -0.034 -0.270 0.0000
H -4.259704 -2.752118 0.692558 0.715 -0.368 -0.028 0.0000
H -2.765451 -2.005734 -1.083552 0.684 -0.701 0.646 0.0001
H -1.241149 -3.121448 -3.276246 0.290 0.358 -0.517 0.0000
H -2.212650 -1.844555 -5.204155 0.023 0.300 -0.030 0.0000
H -2.328116 0.656321 -5.121829 -0.040 -0.265 0.374 0.0000
H -1.409052 1.853107 -3.054173 0.219 -0.881 -0.372 0.0000
H 0.150218 0.501665 -1.559865 -0.155 0.268 -0.119 0.0000
H 1.655065 -2.514115 -4.554317 -0.526 0.317 -0.417 0.0000
H 1.596599 -3.192675 -6.998046 0.290 -0.182 0.064 0.0000
H 3.418932 -4.625764 -7.880378 -0.315 -0.521 0.837 0.0000
H 4.744451 -6.071221 -6.191289 -0.448 0.877 0.092 0.0000
H 4.836240 -5.268631 -3.822183 -0.341 -0.168 -0.359 0.0000
H 2.691864 -1.008650 -0.357832 0.010 0.250 -1.056 0.0000
H 2.974186 1.492023 -0.444131 0.420 -1.231 -1.253 -0.0001
H 4.191051 2.447968 -2.492673 -0.389 -0.601 -0.045 0.0000
H 4.853795 0.885679 -4.301731 1.057 0.984 -1.655 0.0000
H 4.354928 -1.483423 -4.304533 0.151 0.076 -0.126 0.0000
```
Positions in Å, forces in eV/Å.